Entry 1:
Molecular formula: C40H69N10S
Method: DFT, wB97M-V/def2-TZVPD

Frontier orbital gap, hartree: 0.281
HOMO energy, eV: -12.39
Total charge: +1

Positions of all 120 atoms, in Å:
S1 0.364 6.019 3.450
N1 5.075 -3.377 -1.418
N2 -1.931 6.784 2.061
N3 -4.266 7.021 2.415
N4 -3.358 5.531 0.732
N5 5.718 -4.047 3.187
N6 -1.677 -4.103 -0.831
N7 0.071 4.634 -2.742
N8 -6.021 6.643 -2.911
N9 -1.616 -2.589 4.807
N10 1.559 -7.799 -5.339
C1 -3.550 7.248 -2.283
C2 -1.425 6.049 3.268
C3 -0.035 -5.353 2.889
C4 6.614 -0.900 0.900
C5 -1.530 -5.258 2.602
C6 8.392 -6.546 2.449
C7 -4.103 4.416 1.478
C8 -1.053 -7.990 -5.457
C9 -3.420 -0.228 3.036
C10 -2.029 -3.812 2.524
C11 -1.801 -3.120 3.800
C12 6.471 -0.334 -0.509
C13 -1.614 4.782 -1.045
C14 0.636 3.293 2.842
C15 0.411 -7.887 -5.398
C16 6.891 -5.026 1.057
C17 -0.788 3.915 -3.434
C18 -3.374 8.768 -2.179
C19 -1.956 5.296 0.342
C20 1.958 -3.310 -1.109
C21 6.235 -4.478 2.251
C22 -2.485 4.060 -1.826
C23 5.117 -2.229 -1.324
C24 -3.670 9.492 -3.487
C25 -2.060 3.606 -3.042
C26 0.320 -4.794 -2.382
C27 7.376 -6.457 1.316
C28 1.645 -4.712 -1.614
C29 -0.372 5.035 -1.567
C30 -1.607 -8.590 -4.159
C31 -1.083 -9.995 -3.885
C32 -3.916 3.017 0.891
C33 -4.269 1.982 2.011
C34 5.171 -0.769 -1.196
C35 -3.100 0.991 2.149
C36 -1.276 6.573 0.771
C37 -4.931 6.907 -2.641
C38 0.984 4.707 2.365
C39 -0.801 -4.407 -1.517
C40 -3.233 6.464 1.737
H1 -1.660 7.404 0.164
H2 2.913 -3.304 -0.601
H3 2.069 4.789 2.340
H4 0.545 -4.834 2.123
H5 -1.509 -3.276 1.730
H6 -1.567 4.498 0.997
H7 -2.879 6.837 -3.039
H8 6.495 0.757 -0.462
H9 5.104 -0.331 -2.192
H10 -2.898 0.656 1.127
H11 2.452 -5.042 -2.270
H12 -1.746 -5.753 1.655
H13 1.251 2.560 2.316
H14 7.326 -0.647 -1.111
H15 -3.504 10.563 -3.375
H16 0.000 -10.000 -3.753
H17 -2.204 1.525 2.472
H18 2.005 -2.598 -1.937
H19 -5.156 1.419 1.727
H20 -3.317 6.775 -1.335
H21 -2.696 -8.619 -4.222
H22 -4.564 6.578 3.270
H23 8.730 -7.574 2.578
H24 6.657 -1.989 0.892
H25 -2.994 -1.101 2.553
H26 -4.031 9.160 -1.397
H27 -4.707 9.353 -3.794
H28 1.206 -2.960 -0.397
H29 0.154 -5.813 -2.734
H30 -4.639 2.875 0.092
H31 -1.331 -10.673 -4.704
H32 -1.816 6.473 4.189
H33 -3.491 3.853 -1.491
H34 -1.465 -6.993 -5.619
H35 -0.203 6.671 0.705
H36 -2.900 2.801 0.571
H37 0.851 3.163 3.901
H38 -1.759 5.007 3.252
H39 -2.716 3.015 -3.659
H40 1.619 -5.400 -0.767
H41 -1.327 -8.610 -6.311
H42 9.267 -5.926 2.241
H43 6.521 -7.095 1.551
H44 -4.483 2.484 2.958
H45 5.779 -0.597 1.535
H46 -2.914 -0.093 3.989
H47 -3.096 -3.793 2.301
H48 -5.159 4.667 1.418
H49 6.179 -5.009 0.232
H50 7.962 -6.223 3.398
H51 0.283 -6.396 2.906
H52 -4.708 7.886 2.159
H53 7.535 -0.542 1.362
H54 -2.347 8.984 -1.874
H55 7.824 -6.846 0.401
H56 -0.402 3.024 2.638
H57 -0.455 3.542 -4.396
H58 4.305 -0.437 -0.621
H59 -2.079 -5.794 3.379
H60 0.318 5.618 -0.966
H61 -1.524 -10.394 -2.971
H62 -3.023 9.131 -4.288
H63 -4.489 -0.365 3.175
H64 0.216 -4.922 3.859
H65 -3.850 4.421 2.542
H66 7.731 -4.381 0.791
H67 0.657 4.794 1.329
H68 0.340 -4.135 -3.251
H69 -1.352 -7.942 -3.317

Cartesian forces (eV/Å) of the 3 atoms listed first:
0.2 0.7 -0.1
0.3 0.6 0.0
-0.4 0.5 -0.7

These are the Mulliken partial charges, in e, on atoms 1 to 5: -0.0822 -0.5278 0.2199 -0.2917 0.4546

Entry 2:
Molecular formula: C4H7NO
Method: DFT, wB97M-V/def2-TZVPD

Frontier orbital gap (spin up / spin down), hartree: 0.290 / 0.290
HOMO energy (spin up / spin down), eV: -7.98 / -7.98
Energy relative to the best compared isomer or geometry (same formula, charge and spin), kcal/mol: 77.2

Positions of all 13 atoms, in Å:
O1 3.059 -0.820 0.043
N1 -0.358 0.117 0.052
C1 -0.779 -1.012 0.626
C2 1.853 -0.806 -0.141
C3 0.980 0.304 0.153
C4 -1.241 1.165 -0.478
H1 1.375 1.290 0.374
H2 -1.554 -1.639 0.191
H3 -2.230 0.760 -0.707
H4 1.337 -1.663 -0.649
H5 -0.805 1.637 -1.362
H6 -0.312 -1.263 1.571
H7 -1.350 1.916 0.312

Cartesian forces (eV/Å) of the 3 atoms listed first:
-0.3 0.0 -0.1
0.1 -0.1 0.3
0.0 0.0 -0.1

These are the Mulliken partial charges, in e, on atoms 1 to 5: -0.5523 0.1076 -0.5792 -0.0896 -0.2951

Entry 3:
Molecular formula: C37H34BN5O2Pt
Method: DFT, wB97M-V/def2-TZVPD

Frontier orbital gap (spin up / spin down), hartree: 0.217 / 0.217
HOMO energy (spin up / spin down), eV: -5.89 / -5.89
Energy relative to the best compared isomer or geometry (same formula, charge and spin), kcal/mol: 20.3

Positions of all 80 atoms, in Å:
Pt1 -0.088 -1.430 -0.566
O1 -1.073 -1.825 2.251
O2 0.933 -0.710 2.306
N1 2.003 1.234 -0.987
N2 -0.603 -3.674 -1.301
N3 -0.287 0.921 -1.210
N4 -2.315 -1.608 -0.677
N5 0.579 3.038 -0.750
C1 0.529 5.733 -1.577
C2 2.679 -2.386 -0.345
C3 4.047 -2.414 -0.563
C4 -4.129 -3.246 -0.516
C5 -1.900 -4.004 -1.034
C6 -3.486 1.930 0.344
C7 -2.156 1.560 0.203
C8 -2.377 1.625 -2.211
C9 -3.710 1.994 -2.045
C10 -0.837 -1.493 5.913
C11 -2.359 -5.338 -1.027
C12 -1.419 -1.879 4.703
C13 -2.817 -2.961 -0.735
C14 3.165 5.724 1.168
C15 1.467 3.918 -0.101
C16 4.738 1.213 -1.359
C17 -4.595 -4.580 -0.548
C18 -1.408 -6.359 -1.268
C19 -1.595 1.400 -1.068
C20 -0.735 -1.562 3.553
C21 2.306 3.492 0.928
C22 0.717 1.675 -0.967
C23 1.454 5.263 -0.487
C24 0.377 -0.818 5.944
C25 -1.761 1.469 -3.575
C26 0.477 -0.890 3.584
C27 4.694 -1.249 -0.934
C28 3.159 4.391 1.550
C29 -0.126 -6.008 -1.549
C30 -3.727 -5.603 -0.786
C31 2.307 6.147 0.163
C32 1.900 -1.238 -0.544
C33 3.988 -0.062 -1.056
C34 1.060 -0.502 4.767
C35 -4.269 2.146 -0.783
C36 0.226 -4.640 -1.575
C37 2.594 -0.061 -0.866
B1 -0.018 -1.305 1.444
H1 -4.319 2.162 -2.927
H2 0.646 5.132 -2.482
H3 4.404 1.681 -2.290
H4 2.268 2.462 1.262
H5 3.822 6.432 1.655
H6 0.804 -0.534 6.897
H7 -0.520 5.671 -1.273
H8 0.625 -6.759 -1.754
H9 -2.772 -1.091 0.068
H10 2.008 0.019 4.778
H11 -0.325 3.408 -0.996
H12 2.675 1.981 -0.970
H13 5.763 -1.250 -1.114
H14 2.191 -3.283 0.022
H15 -1.531 1.374 1.070
H16 4.606 -3.334 -0.434
H17 0.736 6.772 -1.829
H18 -3.911 2.045 1.334
H19 2.300 7.189 -0.133
H20 -1.046 2.270 -3.777
H21 -2.524 1.491 -4.353
H22 -5.307 2.435 -0.680
H23 5.803 1.006 -1.457
H24 3.808 4.048 2.346
H25 4.631 1.951 -0.556
H26 -2.534 -1.120 -1.542
H27 -4.815 -2.432 -0.309
H28 -1.710 -7.398 -1.216
H29 -5.642 -4.788 -0.375
H30 -1.203 0.533 -3.645
H31 -4.070 -6.630 -0.793
H32 1.234 -4.336 -1.842
H33 -1.341 -1.726 6.842
H34 -2.363 -2.409 4.664

Cartesian forces (eV/Å) of the 3 atoms listed first:
0.2 0.3 1.6
0.0 0.1 0.1
-0.1 -0.1 0.0

These are the Mulliken partial charges, in e, on atoms 1 to 5: 3.1891 -0.6843 -0.8532 -0.1865 -0.0916

Entry 4:
Molecular formula: C15H16ClGdINOS4
Method: DFT, wB97M-V/def2-TZVPD

2S+1: 8
⟨S²⟩: 16.19
Frontier orbital gap (spin up / spin down), hartree: 0.252 / 0.242
HOMO energy (spin up / spin down), eV: -7.40 / -7.26
Energy relative to the best compared isomer or geometry (same formula, charge and spin), kcal/mol: 11.1

Positions of all 40 atoms, in Å:
Gd1 -1.312 1.826 0.878
I1 0.614 0.962 5.721
Cl1 5.660 1.399 3.200
S1 -0.616 -1.336 0.444
S2 -1.774 0.520 -2.083
S3 -3.782 1.800 1.157
S4 -4.146 -2.358 -1.574
O1 -0.207 1.361 2.651
N1 1.324 1.807 0.441
C1 4.097 1.815 0.569
C2 -3.150 -1.846 -2.984
C3 -2.896 -0.353 -3.191
C4 -2.415 -1.639 0.543
C5 3.348 1.590 1.743
C6 1.097 1.367 2.789
C7 -2.969 -2.804 -0.277
C8 1.730 1.228 4.005
C9 2.053 2.041 -0.623
C10 1.942 1.577 1.638
C11 3.460 2.045 -0.616
C12 -0.257 -0.430 -2.213
C13 -0.165 -1.630 -1.274
C14 3.139 1.233 4.117
C15 3.929 1.399 3.024
H1 -2.226 -2.421 -3.038
H2 -2.955 -0.725 0.296
H3 -0.079 -0.736 -3.247
H4 -2.194 -3.452 -0.688
H5 -2.516 -0.210 -4.205
H6 0.867 -1.988 -1.244
H7 0.541 0.268 -1.959
H8 3.593 1.104 5.090
H9 -3.837 0.195 -3.124
H10 -0.748 -2.468 -1.648
H11 -3.558 -3.451 0.375
H12 4.004 2.234 -1.529
H13 1.523 2.248 -1.549
H14 -2.568 -1.813 1.608
H15 5.177 1.816 0.628
H16 -3.728 -2.175 -3.852

Cartesian forces (eV/Å) of the 3 atoms listed first:
-1.5 -0.3 -0.9
-0.2 0.0 0.1
0.0 0.0 0.0

These are the Mulliken partial charges, in e, on atoms 1 to 5: 0.6080 0.0982 -0.2643 -0.0236 -0.0266

Entry 5:
Molecular formula: C30H36FO8PS2
Method: DFT, wB97M-V/def2-TZVPD

Frontier orbital gap, hartree: 0.329
HOMO energy, eV: -8.88
Structure (SMILES): O=S1(=O)O[C@@H](F)C(O)(O)[C@](S)(P(O)O)[C@H]1CCO.c1ccccc1.c1ccccc1.c1ccccc1.c1ccccc1

Positions of all 78 atoms, in Å:
S1 -1.197 -3.750 1.742
S2 1.942 -3.650 1.174
P1 -1.262 -1.222 3.230
F1 0.610 -1.652 -1.629
O1 1.218 -3.282 -0.229
O2 -0.148 -0.219 3.940
O3 3.319 -3.281 1.038
O4 0.093 -0.036 0.869
O5 1.666 -5.003 1.512
O6 -2.215 -0.241 2.354
O7 3.640 -2.315 4.221
O8 -1.419 -1.439 -0.038
C1 -1.857 -2.389 -5.152
C2 -5.899 0.990 -2.081
C3 -3.640 1.743 -1.747
C4 -1.945 -1.856 -6.432
C5 -0.271 -2.189 1.928
C6 -4.993 1.830 -1.449
C7 -0.205 2.703 5.369
C8 -3.195 0.812 -2.676
C9 -0.199 -1.409 0.586
C10 2.287 -2.044 4.591
C11 0.192 3.653 7.947
C12 -0.788 -2.058 -4.334
C13 2.344 2.384 -4.391
C14 -4.101 -0.027 -3.309
C15 -0.956 -0.996 -6.893
C16 0.196 -1.194 -4.791
C17 1.392 -2.978 3.789
C18 2.709 1.499 -3.386
C19 0.908 2.554 7.495
C20 -0.725 4.275 7.112
C21 4.041 1.376 -3.017
C22 0.111 -0.662 -6.069
C23 1.188 -2.475 2.345
C24 -0.925 3.799 5.824
C25 -5.454 0.063 -3.014
C26 0.711 2.080 6.205
C27 5.008 2.146 -3.648
C28 0.958 -1.898 -0.329
C29 4.644 3.033 -4.650
C30 3.312 3.150 -5.025
H1 -6.953 1.057 -1.846
H2 -1.960 -3.412 0.697
H3 -2.629 -3.055 -4.788
H4 0.449 -3.170 4.292
H5 0.349 4.025 8.951
H6 1.902 -1.372 -0.152
H7 -0.164 -0.458 4.869
H8 5.398 3.634 -5.142
H9 2.068 -0.999 4.378
H10 3.029 3.838 -5.810
H11 1.764 -1.562 2.208
H12 1.952 0.902 -2.890
H13 -2.933 2.401 -1.257
H14 -1.643 4.283 5.174
H15 0.879 0.014 -6.424
H16 4.327 0.681 -2.238
H17 6.047 2.053 -3.359
H18 -2.139 0.739 -2.912
H19 -1.285 5.131 7.466
H20 1.274 1.225 5.851
H21 -0.723 -2.476 -3.340
H22 -5.341 2.554 -0.723
H23 -2.784 -2.107 -7.068
H24 -2.462 0.512 2.899
H25 2.158 -2.251 5.656
H26 4.123 -1.493 4.282
H27 1.954 -3.911 3.735
H28 1.621 2.067 8.148
H29 -0.356 2.334 4.363
H30 1.305 2.475 -4.680
H31 1.039 0.105 0.944
H32 1.028 -0.935 -4.149
H33 -1.461 -0.731 -0.688
H34 -6.161 -0.590 -3.509
H35 -1.021 -0.582 -7.890
H36 -3.747 -0.749 -4.032

Cartesian forces (eV/Å) of the 3 atoms listed first:
-0.2 -0.5 0.3
1.4 -0.2 0.2
-0.5 -1.2 1.3

These are the Mulliken partial charges, in e, on atoms 1 to 5: -0.1610 1.3941 -0.2535 -0.1971 -0.4276

Entry 6:
Molecular formula: C19H29Cl5CrNO4S
Method: DFT, wB97M-V/def2-TZVPD

2S+1: 2
⟨S²⟩: 0.77
Frontier orbital gap (spin up / spin down), hartree: 0.258 / 0.278
HOMO energy (spin up / spin down), eV: -14.35 / -14.35
Total charge: +2
Energy relative to the best compared isomer or geometry (same formula, charge and spin), kcal/mol: 3.4

Positions of all 60 atoms, in Å:
Cr1 -0.602 0.030 -0.343
Cl1 1.538 3.635 -4.478
Cl2 -0.135 5.845 -3.073
Cl3 1.584 0.744 -3.352
Cl4 -1.612 2.106 0.612
Cl5 -1.765 5.154 -0.465
S1 2.470 -0.251 0.443
O1 -1.550 -1.637 0.750
O2 -1.716 0.289 2.904
O3 -2.448 -0.164 -1.301
O4 0.973 0.113 0.665
N1 0.097 -1.441 -1.482
C1 0.606 1.945 -2.585
C2 0.615 3.249 -3.092
C3 -2.731 -2.077 0.070
C4 -2.275 -0.994 3.029
C5 -2.262 1.207 3.846
C6 -3.428 -0.871 -0.510
C7 -0.135 1.622 -1.458
C8 3.011 -0.611 2.122
C9 -0.865 3.967 -1.299
C10 2.814 -2.082 2.446
C11 2.702 -3.331 -2.721
C12 -1.491 -1.948 2.159
C13 3.229 1.352 0.126
C14 -0.132 4.257 -2.457
C15 0.567 -2.231 -2.168
C16 -3.070 0.775 -2.210
C17 1.204 -3.224 -3.016
C18 -0.814 2.658 -0.855
C19 2.872 2.442 1.119
H1 3.198 -2.374 -2.873
H2 -3.806 -0.195 0.264
H3 -2.281 1.224 -2.803
H4 -0.433 -1.916 2.420
H5 2.977 -2.245 3.510
H6 -2.422 -2.763 -0.723
H7 4.061 -0.320 2.171
H8 -3.334 1.351 3.677
H9 -1.854 -2.969 2.292
H10 -2.107 0.852 4.867
H11 2.911 1.595 -0.890
H12 3.141 -4.057 -3.401
H13 1.022 -2.923 -4.050
H14 -4.252 -1.176 -1.161
H15 -3.396 -2.605 0.757
H16 -3.342 -0.987 2.758
H17 3.516 -2.705 1.896
H18 2.431 0.048 2.769
H19 2.878 -3.666 -1.701
H20 3.264 3.390 0.753
H21 1.793 2.538 1.222
H22 -3.612 1.536 -1.645
H23 3.308 2.262 2.099
H24 -3.753 0.220 -2.854
H25 1.803 -2.410 2.209
H26 -2.209 -1.351 4.065
H27 -1.744 2.153 3.713
H28 0.692 -4.175 -2.854
H29 4.300 1.138 0.088

Cartesian forces (eV/Å) of the 3 atoms listed first:
0.3 0.0 -0.1
0.0 0.0 0.0
0.0 0.0 0.0

These are the Mulliken partial charges, in e, on atoms 1 to 5: -0.0864 -0.1315 -0.1281 -0.1655 -0.2242

Entry 7:
Molecular formula: C47H44Br4N7O6W
Method: DFT, wB97M-V/def2-TZVPD

2S+1: 3
⟨S²⟩: 2.03
Frontier orbital gap (spin up / spin down), hartree: 0.179 / 0.256
HOMO energy (spin up / spin down), eV: -2.70 / -4.84
Total charge: -1

Positions of all 109 atoms, in Å:
W1 -0.312 -1.060 -0.072
Br1 -3.181 -3.538 5.979
Br2 -0.745 -6.028 1.406
Br3 -2.131 -6.293 4.461
Br4 -2.854 -0.623 4.444
O1 1.512 -1.975 -0.111
O2 -0.599 -3.114 0.609
O3 3.134 -3.093 -1.176
O4 -3.778 -2.582 -1.622
O5 -2.189 -1.384 -0.619
O6 -1.124 -0.986 1.821
N1 0.773 0.143 -1.666
N2 1.533 0.028 1.398
N3 0.517 1.850 -3.281
N4 2.743 0.758 3.344
N5 -1.098 0.163 -3.027
N6 0.424 0.791 3.342
N7 -0.279 -2.407 -1.719
C1 -4.101 -0.531 1.229
C2 -1.462 -2.997 -2.074
C3 1.612 2.705 -2.856
C4 -2.612 -2.335 -1.437
C5 -4.952 1.541 0.415
C6 -6.476 -0.096 1.273
C7 -0.682 1.606 2.861
C8 -0.727 4.662 -1.275
C9 3.805 -0.745 1.496
C10 4.957 0.296 -2.304
C11 5.165 -0.707 1.150
C12 -1.289 -4.518 2.396
C13 -0.327 -4.655 -3.382
C14 2.817 -0.142 0.769
C15 2.717 0.031 -3.016
C16 0.480 0.718 4.794
C17 0.091 2.139 -4.645
C18 -0.998 -0.870 -4.064
C19 -1.196 3.362 -1.146
C20 -1.085 -3.283 1.793
C21 0.647 2.819 0.228
C22 -3.843 0.710 0.644
C23 -1.526 -4.075 -2.895
C24 -1.442 -2.098 2.474
C25 -5.395 -0.923 1.537
C26 0.875 -3.122 -1.976
C27 3.358 -0.106 4.325
C28 1.968 -2.748 -1.092
C29 2.956 2.171 3.573
C30 4.510 0.186 -0.965
C31 0.424 5.068 -0.616
C32 -0.558 2.396 -0.346
C33 -1.898 -4.598 3.654
C34 3.123 0.164 -0.620
C35 4.078 0.158 -3.327
C36 -2.548 1.345 0.257
C37 0.873 -4.188 -2.841
C38 -1.254 1.065 -0.039
C39 -6.249 1.150 0.709
C40 -2.327 -3.445 4.291
C41 5.522 -0.136 -0.024
C42 0.115 0.732 -2.641
C43 1.537 0.461 2.638
C44 -2.306 0.973 -3.111
C45 -2.118 -2.189 3.680
C46 1.116 4.124 0.126
C47 2.215 0.166 -1.742
H1 -0.184 1.240 -5.179
H2 -0.545 0.678 5.151
H3 -1.113 -0.454 -5.071
H4 3.512 -1.287 2.376
H5 2.320 2.761 2.912
H6 2.041 4.392 0.626
H7 0.962 -0.195 5.133
H8 -2.505 -4.475 -3.129
H9 -2.763 2.410 0.210
H10 -1.280 5.363 -1.890
H11 -1.791 -1.599 -3.918
H12 6.558 -0.067 -0.332
H13 5.903 -1.130 1.822
H14 -3.294 -1.199 1.450
H15 3.997 2.429 3.348
H16 0.972 1.588 5.245
H17 1.901 2.495 -1.838
H18 0.937 2.585 -5.167
H19 -0.752 2.482 3.518
H20 -0.739 2.846 -4.686
H21 -2.582 1.314 -2.116
H22 -0.348 -5.513 -4.040
H23 1.227 2.120 0.793
H24 -7.075 1.821 0.502
H25 2.963 -1.119 4.261
H26 -0.048 -1.401 -3.991
H27 -0.487 1.950 1.863
H28 1.820 -4.683 -3.022
H29 0.783 6.087 -0.699
H30 -2.113 3.100 -1.659
H31 2.751 2.473 4.610
H32 -2.248 1.823 -3.797
H33 -7.485 -0.416 1.510
H34 -3.102 0.312 -3.452
H35 6.024 0.353 -2.483
H36 3.176 0.257 5.344
H37 4.442 -0.154 4.167
H38 1.273 3.739 -2.918
H39 -1.621 1.063 2.866
H40 2.024 -0.166 -3.825
H41 -4.785 2.524 -0.014
H42 4.408 0.102 -4.356
H43 -5.549 -1.897 1.985
H44 2.480 2.561 -3.505

Cartesian forces (eV/Å) of the 3 atoms listed first:
0.7 -1.3 0.6
0.0 0.0 -0.1
0.0 0.0 0.0

These are the Mulliken partial charges, in e, on atoms 1 to 5: 2.1045 -0.2169 -0.1717 -0.2110 -0.1342

no.,calculated total energy (eV)
1,-68326.066
2,-7796.298
3,-54393.036
4,-104152.115
5,-81749.969
6,-131706.212
7,-354165.610